No. 1
A structure of composition C33H46N7O5P2PbSSi2. Source: the OMol25 dataset; level of theory: the ωB97M-V functional and the def2-TZVPD basis.

CARTESIAN COORDINATES (ANGSTROEM)
Pb 1.14 1.26 -0.07
C -4.18 3.31 -0.23
Si -2.29 3.27 -0.04
C -1.93 3.96 1.67
C -1.57 4.45 -1.32
N -1.62 1.72 -0.15
P -1.65 0.43 -1.07
C -0.23 -0.46 -0.96
P 0.35 -1.63 0.07
N 1.42 -1.00 1.11
Si 2.77 -1.78 1.84
C 2.28 -3.31 2.82
C 4.15 -2.29 0.67
C 3.55 -0.59 3.07
C -0.95 -2.53 0.98
C -1.83 -3.38 0.31
C -2.86 -4.01 0.99
C -3.04 -3.78 2.35
C -2.18 -2.93 3.02
C -1.14 -2.31 2.34
C 1.18 -2.96 -0.89
C 1.89 -2.56 -2.02
C 2.63 -3.49 -2.74
C 2.65 -4.82 -2.35
C 1.94 -5.22 -1.23
C 1.20 -4.29 -0.50
C -3.16 -0.55 -0.77
C -3.65 -1.45 -1.72
C -4.79 -2.19 -1.46
C -5.45 -2.06 -0.25
C -4.96 -1.18 0.71
C -3.83 -0.43 0.45
C -1.88 0.93 -2.82
C -0.80 0.93 -3.69
C -0.92 1.44 -4.98
C -2.14 1.94 -5.41
C -3.24 1.93 -4.55
C -3.10 1.43 -3.27
H -4.56 4.29 0.08
H -4.66 2.55 0.38
H -4.48 3.16 -1.27
H -2.30 4.98 1.78
H -0.85 3.96 1.84
H -2.40 3.34 2.43
H -2.02 5.44 -1.26
H -1.73 4.06 -2.33
H -0.49 4.55 -1.17
H 1.92 -4.11 2.18
H 1.51 -3.11 3.57
H 3.17 -3.70 3.35
H 3.86 -3.11 0.01
H 5.01 -2.62 1.26
H 4.47 -1.45 0.04
H 2.89 -0.40 3.92
H 3.79 0.33 2.53
H 4.47 -1.02 3.46
H -1.70 -3.55 -0.75
H -3.54 -4.66 0.45
H -3.85 -4.27 2.88
H -2.31 -2.75 4.08
H -0.45 -1.65 2.86
H 1.88 -1.52 -2.32
H 3.19 -3.16 -3.60
H 3.23 -5.54 -2.91
H 1.95 -6.26 -0.92
H 0.65 -4.62 0.38
H -3.14 -1.55 -2.67
H -5.17 -2.88 -2.21
H -6.34 -2.64 -0.05
H -5.47 -1.09 1.66
H -3.44 0.27 1.18
H 0.15 0.52 -3.35
H -0.07 1.43 -5.64
H -2.24 2.33 -6.41
H -4.19 2.31 -4.89
H -3.96 1.43 -2.60
N 0.42 1.48 2.77
N 1.52 2.04 3.43
C 2.30 2.99 2.85
N 3.56 3.07 3.33
N 1.71 3.73 1.93
N 2.50 4.57 1.19
O 3.53 5.06 1.65
O 2.06 4.85 0.09
H -0.45 1.75 3.21
H 0.53 0.48 2.65
H 1.95 1.51 4.17
H 4.00 2.18 3.51
H 4.13 3.76 2.87
C 4.61 3.00 -1.57
S 4.36 1.40 -0.84
O 4.00 1.66 0.56
O 5.58 0.65 -1.03
O 3.20 0.82 -1.58
H 5.44 3.47 -1.06
H 3.70 3.59 -1.44
H 4.83 2.86 -2.62

Summary:
Lowest unoccupied orbital energy   0.0907 hartree
Gap between HOMO and LUMO   7.31 eV
Net charge   -1
Highest occupied orbital energy   -4.84 eV

No. 2
A structure of composition C33H47BBr2N7OPtS3Si at a distorted geometry. Source: the OMol25 dataset; level of theory: the ωB97M-V functional and the def2-TZVPD basis.

CARTESIAN COORDINATES (ANGSTROEM)
Pt -0.12 0.35 0.99
C 2.88 4.70 0.38
C 1.45 4.62 -0.16
C 1.14 5.91 -0.90
C 0.43 4.45 0.97
N 1.35 3.47 -1.13
C 1.04 3.61 -2.46
C 0.99 2.38 -3.00
N 1.26 1.47 -2.01
B 1.24 -0.07 -2.33
N -0.21 -0.65 -2.11
C -1.31 0.15 -2.38
C -2.38 -0.65 -2.55
N -1.96 -1.96 -2.40
C -0.62 -1.95 -2.16
S 0.39 -3.32 -1.99
C -2.85 -3.15 -2.60
C -4.28 -2.66 -2.85
C -2.86 -4.02 -1.35
C -2.38 -3.92 -3.83
N 2.37 -0.77 -1.55
C 3.66 -0.65 -2.03
C 4.48 -1.28 -1.16
N 3.69 -1.80 -0.15
C 2.41 -1.47 -0.41
S 1.02 -1.89 0.54
C 4.22 -2.54 1.04
C 5.73 -2.70 0.89
C 3.60 -3.94 1.12
C 3.94 -1.72 2.30
C 1.47 2.15 -0.86
S 1.97 1.45 0.65
H 2.95 5.54 1.08
H 3.59 4.87 -0.43
H 3.16 3.80 0.92
H 1.21 6.73 -0.18
H 0.13 5.91 -1.31
H 1.86 6.11 -1.70
H 0.52 5.29 1.65
H 0.60 3.53 1.53
H -0.58 4.42 0.56
H 0.88 4.57 -2.93
H 0.80 2.08 -4.02
H 1.48 -0.18 -3.50
H -1.26 1.22 -2.42
H -3.40 -0.37 -2.75
H -4.66 -2.08 -2.00
H -4.92 -3.53 -2.97
H -4.35 -2.06 -3.76
H -3.20 -3.44 -0.48
H -1.88 -4.43 -1.13
H -3.55 -4.85 -1.50
H -2.42 -3.29 -4.72
H -3.03 -4.79 -3.98
H -1.36 -4.28 -3.70
H 3.88 -0.13 -2.94
H 5.54 -1.41 -1.20
H 5.99 -3.30 0.01
H 6.11 -3.22 1.77
H 6.24 -1.73 0.83
H 3.59 -4.41 0.13
H 2.58 -3.92 1.50
H 4.20 -4.56 1.79
H 4.42 -0.74 2.23
H 4.35 -2.25 3.17
H 2.87 -1.58 2.46
Br -2.85 3.88 -1.74
C -3.47 2.41 -0.73
C -4.85 2.13 -0.69
C -5.32 1.06 0.01
Br -7.18 0.74 0.05
C -4.43 0.19 0.67
C -4.81 -0.95 1.41
C -3.86 -1.73 2.01
C -2.51 -1.41 1.84
N -2.12 -0.36 1.14
C -3.04 0.48 0.60
C -2.53 1.65 -0.06
O -1.26 1.92 -0.02
H -5.54 2.78 -1.21
H -5.86 -1.21 1.48
H -4.13 -2.60 2.58
H -1.72 -2.04 2.24
C 0.07 -1.33 4.04
Si 0.08 0.41 3.34
C -1.41 1.37 3.94
C 1.63 1.32 3.85
H 0.90 -1.45 4.74
H 0.18 -2.11 3.27
H -0.86 -1.51 4.58
H -1.40 1.37 5.03
H -2.35 0.92 3.61
H -1.37 2.40 3.59
H 1.86 1.09 4.90
H 1.49 2.40 3.76
H 2.50 1.04 3.25

Summary:
Lowest unoccupied orbital energy (spin up / spin down)   -0.1497 / -0.1598 hartree
Gap between HOMO and LUMO (spin up / spin down)   5.39 / 4.92 eV
Net charge   +1
Highest occupied orbital energy (spin up / spin down)   -9.46 / -9.27 eV

No. 3
A structure of composition C33H47BaN2O6PSi at a distorted geometry. Source: the OMol25 dataset; level of theory: the ωB97M-V functional and the def2-TZVPD basis.

CARTESIAN COORDINATES (ANGSTROEM)
Ba -0.05 0.39 -0.33
O -0.89 -0.60 6.19
C -0.76 -0.47 4.83
C -1.86 -0.41 3.99
C -1.65 -0.28 2.63
N -0.41 -0.23 2.13
C 0.66 -0.29 2.94
C 0.52 -0.41 4.31
C 2.06 -0.20 2.28
O 3.04 -0.27 3.01
O 2.01 -0.06 1.01
C -2.83 -0.14 1.63
O -3.95 -0.35 2.09
O -2.48 0.19 0.46
H -1.83 -0.61 6.41
H -2.89 -0.45 4.34
H 1.41 -0.45 4.93
C 2.41 -3.25 -0.92
C 1.17 -4.11 -0.68
C 1.23 -5.37 -1.55
P -0.33 -3.05 -0.84
C -1.60 -3.88 0.24
C -1.62 -5.40 0.39
C -2.99 -3.37 -0.11
C -0.90 -3.16 -2.56
C -1.48 -4.30 -3.09
C -1.92 -4.43 -4.41
C -2.53 -5.70 -4.92
C -1.72 -3.30 -5.21
C -1.15 -2.14 -4.74
C -0.72 -1.99 -3.39
N -0.17 -0.86 -2.90
C 0.02 0.21 -3.79
C -1.01 1.14 -4.03
C -2.36 0.91 -3.42
C -0.76 2.27 -4.81
C 0.49 2.51 -5.37
C 0.75 3.74 -6.20
C 1.49 1.57 -5.14
C 1.28 0.44 -4.36
C 2.40 -0.53 -4.10
H 3.32 -3.85 -0.81
H 2.47 -2.40 -0.24
H 2.41 -2.84 -1.94
H 1.15 -4.40 0.38
H 1.16 -5.12 -2.61
H 0.42 -6.08 -1.33
H 2.18 -5.89 -1.39
H -1.33 -3.46 1.22
H -1.94 -5.91 -0.52
H -2.33 -5.68 1.17
H -0.65 -5.82 0.68
H -3.35 -3.81 -1.04
H -3.04 -2.29 -0.23
H -3.70 -3.65 0.69
H -1.60 -5.16 -2.44
H -2.82 -6.35 -4.10
H -1.84 -6.28 -5.55
H -3.43 -5.53 -5.53
H -2.04 -3.33 -6.25
H -1.03 -1.30 -5.42
H -2.81 -0.03 -3.76
H -3.04 1.73 -3.64
H -2.29 0.83 -2.34
H -1.56 2.99 -4.96
H -0.07 4.45 -6.10
H 0.86 3.51 -7.26
H 1.67 4.25 -5.88
H 2.49 1.73 -5.55
H 3.26 -0.30 -4.72
H 2.08 -1.56 -4.30
H 2.73 -0.51 -3.06
C 5.28 0.01 0.12
O 4.22 -0.27 -0.79
H 5.70 1.01 -0.06
H 6.07 -0.73 -0.01
H 4.92 -0.03 1.15
H 3.41 -0.14 -0.28
C 0.66 4.42 1.21
Si 0.08 3.70 -0.49
C -1.64 4.58 -0.59
C 1.07 4.83 -1.68
H 0.62 5.52 1.19
H 1.68 4.11 1.47
H 0.02 4.08 2.03
H -1.53 5.65 -0.36
H -2.37 4.15 0.11
H -2.07 4.49 -1.59
H 0.92 5.89 -1.42
H 0.77 4.68 -2.72
H 2.15 4.62 -1.63

Summary:
Lowest unoccupied orbital energy   0.1469 hartree
Gap between HOMO and LUMO   4.95 eV
Net charge   -2
Highest occupied orbital energy   -0.95 eV

Which relative energy (zero: lowest compared OMol25 entry of this formula, charge and spin) belongs to each record? In order, 20.9 31.2 3.7 kcal/mol.